Computed, not measured: a 2-piece molecular cluster, C3H10N overall in a non-equilibrium geometry, with the ωB97M-V functional and the def2-TZVPD basis.

Last column: Löwdin charge in e.
Element x y z (Å)
C: 0.75013 1.05981 0.60613  0.01
C: 0.72596 -1.13257 -0.50627  -0.03
C: -1.39219 -0.10817 0.17266  -0.02
N: 0.02305 0.04248 -0.21383  -0.20
H: 0.80845 0.77705 1.62635  0.11
H: 1.82035 1.11554 0.19066  0.14
H: 0.27752 2.03226 0.72511  0.11
H: 0.77807 -1.34521 -1.57555  0.13
H: 1.73352 -0.97241 -0.16885  0.10
H: 0.28163 -1.89090 0.09372  0.11
H: -1.39613 -0.91336 0.97689  0.15
H: -1.67062 0.80175 0.62744  0.08
H: -2.20380 -0.49761 -0.52676  0.14
H: -0.53593 1.03134 -2.02769  0.17

Atoms 1-2, force components in eV/Å:
C 1.61 0.21 -2.32
C 1.45 0.07 -0.61

As for the LUMO energy (spin up / spin down): -2.93 / -8.00 eV. As for the spin multiplicity: 3. The value obtained for the highest occupied orbital energy (spin up / spin down) is -14.805 / -18.572 eV. Its energy relative to the best compared isomer or geometry (same formula, charge and spin) is 9.7 kcal/mol. The value obtained for the HOMO-LUMO gap (spin up / spin down) is 11.874 / 10.569 eV. As for the expectation value of S²: 2.0045. The value obtained for the electronic energy is -4750.8978 eV. The molecular weight comes out at 60.1 Da. The value obtained for the largest force on an atom is 3.743 eV Å⁻¹. Its charge is +1.